Entry 1:
38
Properties=species:S:1:pos:R:3:forces:R:3 method="wB97M-V/def2-TZVPD" total_charge=+2 relative_energy_kj_mol=0.00 homo_lumo_gap_ev="5.596 / 6.642" s_squared=0.779 e_homo_ev="-16.3 / -16.4" lumo_energy_ev="-10.66 / -9.75" spin_multiplicity=2
V -0.28837 -0.18322 0.57589 0.528 1.057 -1.405
N -0.23069 0.05694 2.40952 0.101 -0.048 -1.521
N -0.70128 0.11798 -2.29676 -0.493 -0.085 0.509
N 1.65207 -0.35377 -1.54074 0.307 -0.042 0.876
N 1.29062 -0.90822 -0.28958 0.375 0.299 -1.237
N -1.35004 -0.34296 -1.13884 0.477 0.082 -0.571
N 0.10297 1.66331 0.07833 0.471 -0.010 -0.961
N 0.62824 1.92101 -1.19760 0.044 -0.060 0.916
C 0.54765 3.85674 -0.10312 -0.427 -0.265 0.691
C -1.52980 -0.01966 -3.34662 0.232 -0.224 0.964
C -2.57846 -0.78976 -1.52668 0.246 0.381 -1.151
C -0.15269 0.07843 3.58720 0.293 -0.070 1.798
C 0.91923 3.22716 -1.29235 -0.616 -0.954 0.371
C 2.79713 -0.91770 -1.96308 -1.265 -0.181 0.945
C 0.03997 2.86080 0.72811 0.340 0.304 -0.637
C -2.72612 -0.59710 -2.91257 0.056 -0.143 1.179
C 2.21389 -1.88036 -0.02535 0.794 0.308 -1.116
C 3.18006 -1.91093 -1.04542 -1.132 0.271 0.822
C -1.75728 -2.40460 1.51830 -0.139 -0.149 0.512
B 0.02682 0.07754 5.09112 -0.246 -0.132 -0.205
B 0.73905 0.73157 -2.19275 -0.266 0.008 0.044
H -0.87283 -3.03917 1.57897 0.118 0.261 -0.094
H 2.13226 -2.47655 0.86583 0.083 -0.074 0.122
H 3.24027 -0.60642 -2.89571 0.016 -0.039 -0.029
H 1.33563 3.62918 -2.20214 0.016 0.019 -0.009
H -3.58302 -0.84097 -3.51936 0.031 -0.008 0.075
H -2.08919 -2.12686 2.52997 0.193 0.062 -0.499
H -0.92585 -0.49491 5.59321 0.138 0.158 -0.258
H 0.09610 1.25236 5.41647 0.061 -0.170 -0.120
H 4.01448 -2.57827 -1.13405 0.164 -0.056 0.099
H -1.22330 0.28011 -4.34208 -0.001 -0.034 0.187
H -0.34963 2.91525 1.73670 0.088 0.058 -0.146
H 0.59466 4.91056 0.12161 0.122 -0.083 0.002
H -2.54161 -2.97152 1.01552 0.061 0.255 -0.158
H 1.06940 -0.53709 5.27000 -0.119 0.213 -0.170
H 1.13187 1.07984 -3.26376 0.029 -0.083 0.163
H -1.59026 -1.46886 0.90828 -0.751 -0.935 0.263
H -3.26197 -1.20987 -0.79647 0.072 0.109 -0.252

=====

Entry 2:
30
Properties=species:S:1:pos:R:3:forces:R:3 method="wB97M-V/def2-TZVPD" total_charge=-1 homo_lumo_gap_ev=8.295 e_homo_ev=-4.9 lumo_energy_ev=3.44
N 1.46706 -1.32768 0.17226 0.297 -0.624 -0.076
C 2.71689 -1.82947 -0.08911 0.300 -0.197 -0.082
C 2.85007 0.40739 -0.04361 0.245 -0.671 -0.067
C -1.84437 0.09445 -0.02654 -0.254 0.178 -0.406
C -1.12296 2.77667 -0.04926 -0.096 0.446 0.162
C -0.53637 2.60248 2.53837 -0.391 0.085 -0.429
C 0.31455 -2.19160 0.40316 0.146 -0.100 -0.173
C -1.23086 -0.77340 -1.12712 0.049 -0.137 0.236
C -0.84527 2.75613 1.37788 0.414 -0.399 0.309
C 3.59174 -0.79823 -0.22846 0.260 0.934 -0.033
C 1.56296 0.02661 0.20475 -0.344 0.859 0.113
C -0.76778 -2.15894 -0.67293 -0.508 0.185 0.126
B -2.19839 1.61829 -0.55888 0.031 -0.030 -0.080
H 0.74530 0.69358 0.40918 -0.325 -0.258 0.043
H -1.64601 -2.64947 -0.24000 0.010 -0.142 0.091
H -0.16646 2.73580 -0.57927 0.100 -0.138 -0.025
H 3.19904 1.42081 -0.09301 0.078 0.132 0.027
H -3.32689 1.97547 -0.23375 -0.052 -0.028 0.195
H -0.48403 -2.78041 -1.52470 0.281 0.055 -0.106
H -2.00362 -0.91219 -1.88380 0.021 -0.013 -0.194
H -0.08500 -2.00710 1.39703 -0.161 0.278 0.015
H -1.21186 0.10050 0.86559 0.011 0.029 0.128
H -1.53923 3.76129 -0.28234 -0.054 0.025 -0.138
H -2.16289 1.63291 -1.79095 -0.003 -0.006 -0.083
H -0.41011 -0.25962 -1.63057 0.075 0.115 0.001
H -2.78721 -0.38001 0.27071 0.029 -0.140 0.143
H 2.95350 -2.87660 -0.15155 -0.395 -0.194 0.048
H -0.40371 2.39557 3.56708 0.124 0.060 0.171
H 4.64883 -0.85270 -0.42443 0.059 -0.201 -0.052
H 0.72308 -3.20052 0.42428 0.051 -0.104 0.136